# C5H14N4

2 unconnected molecules or ions with the total composition C5H14N4 (wB97M-V/def2-TZVPD, OMol25).

```
23
Properties=species:S:1:pos:R:3:lowdin_charge:R:1
C 2.359 0.524 -0.104 -0.265
C -2.791 -0.241 -0.429 -0.006
C -3.532 1.931 0.385 0.015
C -1.986 -2.664 0.092 -0.032
C 4.787 0.388 0.092 0.041
N -3.349 0.879 -0.643 0.070
N -2.282 -1.313 -0.181 0.139
N 3.416 -0.141 0.246 0.072
N 1.061 0.194 -0.065 0.204
H 2.554 1.513 -0.317 0.111
H -3.422 2.836 -0.105 0.069
H -4.590 1.886 0.925 0.162
H -2.800 1.812 1.174 0.095
H -1.495 -2.901 -0.841 0.099
H -1.128 -2.800 0.778 0.117
H -2.807 -3.402 0.176 0.130
H 4.997 1.213 0.763 0.122
H 4.808 0.815 -0.924 0.134
H 5.473 -0.433 0.468 0.140
H -3.923 0.904 -1.413 0.147
H 0.524 0.885 -0.543 0.123
H 3.379 -1.140 0.601 0.212
H 0.744 -0.745 -0.136 0.103
```

Results
Total charge   +2
Energy relative to the best compared isomer or geometry (same formula, charge and spin)   0.00 kcal per mole
E   -11349.654 eV
<S²>   2.01
Frontier orbital gap (spin up / spin down)   6.8 / 6.9 eV
HOMO energy (spin up / spin down)   -13.28 / -17.94 eV
2S+1   3
Max |F|   9.14 eV Å⁻¹

=====

# C5H14N7O2SbSe4V

A molecular structure, C5H14N7O2SbSe4V (wB97M-V/def2-TZVPD, OMol25).

```
34
Properties=species:S:1:pos:R:3:lowdin_charge:R:1
V 0.665 -0.263 -1.056 -0.029
Se 3.711 -1.666 4.202 -0.252
Sb 1.554 -1.707 3.154 -0.018
Se 1.610 1.366 -0.148 0.461
Se 1.335 -0.570 0.992 0.072
Se -0.114 -1.306 4.864 -0.259
C 1.109 -4.263 -2.829 -0.084
N 0.739 -3.414 -1.693 -0.192
C 1.311 -3.922 -0.456 -0.090
C 1.047 -2.052 -1.973 -0.585
N 2.220 -1.437 -1.968 0.060
N -0.022 -1.382 -2.620 0.093
C -0.054 -0.061 -3.069 -0.566
N -1.215 0.304 -3.722 0.154
N 0.974 0.708 -2.877 0.059
H 0.840 -5.294 -2.603 0.079
H 2.185 -4.225 -3.046 0.088
H 0.565 -3.953 -3.722 0.081
H 0.939 -4.935 -0.304 0.087
H 0.989 -3.307 0.381 0.026
H 2.410 -3.952 -0.466 0.093
H 2.918 -2.000 -1.494 0.067
H -0.888 -1.895 -2.672 0.162
H -2.014 -0.289 -3.555 0.096
H -1.434 1.278 -3.536 0.092
H 0.800 1.647 -3.215 0.094
N -1.805 0.787 1.721 0.019
N -1.512 1.768 0.768 -0.046
C -1.271 1.351 -0.538 -0.816
O -1.263 2.230 -1.408 -0.038
O -1.269 0.061 -0.751 -0.174
H -2.794 0.587 1.792 0.079
H -1.428 1.032 2.626 0.058
H -2.065 2.613 0.778 0.129
```

Results
Total charge   -1
Energy relative to the best compared isomer or geometry (same formula, charge and spin)   172.42 kcal per mole
E   -313547.954 eV
<S²>   2.07
Frontier orbital gap (spin up / spin down)   6.1 / 4.5 eV
HOMO energy (spin up / spin down)   -3.92 / -3.65 eV
2S+1   3
Max |F|   7.32 eV Å⁻¹

=====

# C5H14NO

2 unconnected molecules or ions with the total composition C5H14NO (wB97M-V/def2-TZVPD, OMol25).

```
21
Properties=species:S:1:pos:R:3:lowdin_charge:R:1
C 0.963 -2.004 0.975 -0.137
C 1.249 -1.351 -0.371 -0.327
C 2.493 -0.478 -0.324 -0.146
H 1.900 -2.429 1.360 0.058
H 0.260 -2.833 0.873 0.059
H 0.577 -1.322 1.729 0.062
H 0.391 -0.747 -0.668 0.066
H 1.390 -2.129 -1.128 0.093
H 2.794 -0.120 -1.307 0.062
H 2.340 0.383 0.327 0.065
H 3.371 -1.001 0.075 0.057
C -2.854 1.057 0.226 -0.202
N -1.393 0.923 0.372 -0.131
C -0.766 1.710 -0.771 -0.604
O -1.084 2.991 -0.826 -0.337
H -3.150 2.086 0.023 0.050
H -3.350 0.737 1.151 0.049
H -3.201 0.397 -0.573 0.054
H -1.196 1.482 1.201 0.069
H -1.068 1.117 -1.683 0.077
H 0.335 1.531 -0.660 0.064
```

Results
Total charge   -1
Energy relative to the best compared isomer or geometry (same formula, charge and spin)   11.76 kcal per mole
E   -8949.145 eV
Frontier orbital gap   6.2 eV
HOMO energy   -2.42 eV
Max |F|   0.66 eV Å⁻¹

=====

# C5H14NO

2 unconnected molecules or ions with the total composition C5H14NO (wB97M-V/def2-TZVPD, OMol25).

```
21
Properties=species:S:1:pos:R:3:lowdin_charge:R:1
C -0.730 2.182 0.780 -0.116
C -0.416 0.816 1.504 -0.228
C -1.409 -0.208 0.913 -0.226
C -1.283 -0.564 -0.537 -0.236
C 0.660 -1.369 -1.958 -0.101
N -0.102 -1.330 -0.844 -0.122
H -0.084 2.197 -0.096 0.063
H -0.270 2.993 1.430 0.079
H -1.806 2.343 0.759 0.068
H -0.441 1.094 2.551 0.092
H 0.596 0.561 1.178 0.090
H -2.422 0.117 1.119 0.102
H -1.387 -1.133 1.474 0.101
H -1.206 0.259 -1.223 0.107
H -2.207 -1.106 -0.823 0.119
H 1.362 -2.187 -2.079 0.038
H 0.617 -0.611 -2.711 0.031
H 0.315 -1.918 -0.104 0.136
H 3.549 -1.027 0.240 0.039
H 3.621 -0.603 -1.169 0.038
O 3.043 -0.506 -0.400 -0.073
```

Results
Energy relative to the best compared isomer or geometry (same formula, charge and spin)   23.64 kcal per mole
E   -8947.089 eV
<S²>   0.75
Frontier orbital gap (spin up / spin down)   6.2 / 10.3 eV
HOMO energy (spin up / spin down)   -5.45 / -9.55 eV
2S+1   2
Max |F|   2.98 eV Å⁻¹